#i
Computed, not measured: a cluster of 2 separate species, C4H12O in total, with ωB97M-V/def2-TZVPD.

* LUMO level (alpha / beta): -4.21 / -10.92 eV
* <S²>: 0.755
* HOMO energy (alpha / beta): -14.76 / -14.60 eV

The geometry in ORCA input format:
```
! wB97M-V def2-TZVPD RIJCOSX def2/J DEFGRID3
* xyz 1 2
C 0.46 -0.79 -2.98
O -0.65 -1.64 -2.93
H -1.39 -1.19 -2.46
H 0.26 0.17 -3.47
H 1.15 -1.38 -3.57
H 0.83 -0.66 -1.92
C -0.46 0.39 1.16
C 1.05 0.42 0.90
C -0.81 0.70 2.62
H -0.74 -0.64 0.91
H -0.98 1.04 0.44
H 1.24 -0.05 -0.10
H 1.50 1.41 0.85
H -1.28 -0.14 3.12
H 1.51 -0.23 1.64
H -1.66 1.41 2.60
H -0.03 1.18 3.19
*
```

#ii
Computed, not measured: a cluster of 2 separate species, C4H12O in total, with ωB97M-V/def2-TZVPD.

* LUMO level (alpha / beta): -4.07 / -10.53 eV
* <S²>: 0.754
* HOMO energy (alpha / beta): -14.68 / -14.67 eV

The geometry in ORCA input format:
```
! wB97M-V def2-TZVPD RIJCOSX def2/J DEFGRID3
* xyz 1 2
C -2.15 0.69 -1.82
C -1.92 0.77 -0.28
O -1.00 0.23 -2.47
H -2.95 -0.02 -2.02
H -2.30 1.66 -2.34
H -1.83 -0.23 0.14
H -0.22 0.75 -2.24
H -2.79 1.24 0.15
H -0.94 1.24 -0.12
C 1.40 -1.08 1.63
C 2.69 -0.46 1.13
H 0.50 -0.50 1.38
H 1.17 -2.06 1.23
H 1.30 -1.19 2.71
H 3.47 -1.21 1.28
H 2.97 0.48 1.59
H 2.60 -0.31 0.06
*
```

Q: Which of them is the most stable? A: #ii.

#i
Computed, not measured: the molecule C9H11NS, with ωB97M-V/def2-TZVPD.

* LUMO level (alpha / beta): -0.27 / -0.27 eV
* HOMO energy (alpha / beta): -7.39 / -7.39 eV

The geometry in ORCA input format:
```
! wB97M-V def2-TZVPD RIJCOSX def2/J DEFGRID3
* xyz 0 1
C -0.75 2.08 -0.58
C 0.55 0.76 -0.78
C 0.14 -1.46 -0.57
C -0.10 0.90 1.94
C -1.07 0.01 1.17
C -0.31 1.11 0.43
C -0.58 1.90 2.97
C 1.06 -1.81 -2.79
C 0.82 -2.47 -1.51
N -0.29 1.51 -1.63
S -0.63 -1.71 0.83
H -1.06 3.20 -0.38
H 0.82 0.46 2.16
H -2.10 0.32 1.22
H 0.20 2.69 2.98
H -0.59 1.44 4.01
H -1.63 2.21 2.65
H 2.04 -1.32 -2.68
H 0.50 -0.96 -3.06
H 1.21 -2.69 -3.53
H 1.76 -2.90 -1.22
H 0.01 -3.29 -1.62
*
```

#ii
Computed, not measured: the molecule C9H11NS, with ωB97M-V/def2-TZVPD.

* SMILES: C[C@@H]1Cc2ccccc2N1S
* LUMO level: 0.69 eV
* HOMO energy: -7.64 eV

The geometry in ORCA input format:
```
! wB97M-V def2-TZVPD RIJCOSX def2/J DEFGRID3
* xyz 0 1
C 2.98 -0.51 -0.22
C 2.42 -1.73 -0.15
C 2.26 0.66 0.01
C 1.02 -1.95 0.09
C 0.90 0.52 0.27
C 0.27 -0.74 0.27
C -0.18 1.55 0.38
C -1.50 0.78 0.36
C -2.47 1.19 -0.74
N -1.16 -0.61 0.35
S -2.25 -1.89 -0.06
H 4.00 -0.33 -0.27
H 3.04 -2.49 -0.66
H 2.72 1.75 0.06
H 0.65 -2.88 0.12
H -0.12 2.36 1.11
H -0.07 2.14 -0.58
H -2.14 0.83 1.25
H -2.16 0.96 -1.78
H -2.68 2.37 -0.59
H -3.41 0.71 -0.38
H -2.12 -2.68 1.15
*
```

Q: Which of them is the most stable? A: #ii.